Here is a cluster of 14 separate species, C48H106F2O12 in total at a distorted geometry from OMol25. Energies are from ωB97M-V/def2-TZVPD.

Positions of all 168 atoms, in Å:
C 0.66 6.16 -0.57
C 0.53 4.65 -0.95
C 1.82 4.10 -1.45
O 0.17 3.87 0.22
H -0.29 6.60 -0.28
H 0.98 6.72 -1.44
H 1.40 6.36 0.21
H -0.31 4.59 -1.65
H 2.64 4.29 -0.77
H 2.19 4.44 -2.42
H 1.80 3.03 -1.67
H 0.10 2.96 -0.09
C -1.29 -6.62 2.35
C -1.73 -5.18 2.23
C -1.11 -4.53 0.98
O -3.13 -5.13 2.06
H -1.46 -7.04 3.34
H -0.20 -6.64 2.22
H -1.67 -7.35 1.64
H -1.48 -4.58 3.10
H -1.33 -5.15 0.12
H -0.03 -4.49 1.09
H -1.52 -3.54 0.79
H -3.47 -4.25 2.20
C 3.85 -2.62 0.05
C 5.02 -3.20 -0.68
C 4.81 -3.94 -1.99
O 5.91 -2.21 -0.96
H 3.03 -3.28 0.33
H 3.35 -1.93 -0.63
H 4.24 -2.14 0.95
H 5.65 -3.76 0.01
H 4.13 -4.77 -1.80
H 5.72 -4.33 -2.44
H 4.30 -3.32 -2.73
H 6.46 -2.53 -1.68
C -2.13 -4.62 -3.20
C -0.97 -5.55 -3.56
C -0.12 -6.00 -2.33
O -1.46 -6.79 -4.08
H -2.82 -5.01 -2.46
H -2.66 -4.24 -4.07
H -1.67 -3.69 -2.87
H -0.31 -5.07 -4.29
H -0.74 -6.46 -1.56
H 0.46 -5.17 -1.93
H 0.60 -6.77 -2.62
H -1.89 -7.25 -3.35
C 3.79 4.77 4.99
C 3.96 4.17 3.61
C 2.69 3.78 2.90
O 4.52 5.18 2.86
H 3.31 5.73 5.13
H 4.74 4.80 5.52
H 3.08 4.14 5.52
H 4.74 3.40 3.63
H 2.10 4.68 2.69
H 2.07 3.13 3.52
H 2.82 3.34 1.92
H 5.42 5.28 3.17
C -5.49 -0.10 -2.18
C -5.00 -1.12 -1.16
C -3.70 -1.84 -1.63
O -4.66 -0.51 0.05
H -4.69 0.62 -2.37
H -6.38 0.44 -1.87
H -5.77 -0.63 -3.09
H -5.84 -1.80 -1.04
H -3.26 -2.46 -0.85
H -2.95 -1.08 -1.88
H -3.93 -2.50 -2.46
H -4.10 0.25 -0.12
C -3.33 -0.40 -5.71
C -2.17 0.51 -6.05
C -2.06 1.83 -5.27
O -1.00 -0.25 -5.85
H -3.62 -1.06 -6.52
H -4.22 0.20 -5.49
H -3.13 -1.06 -4.87
H -2.18 0.83 -7.09
H -1.91 1.76 -4.19
H -2.96 2.42 -5.40
H -1.19 2.47 -5.44
H -0.84 -0.89 -6.55
C -0.13 -0.62 0.08
C 0.23 0.82 0.27
C 1.79 0.86 0.22
O -0.25 1.43 -0.85
H -1.09 -0.77 0.58
H 0.49 -1.37 0.57
H -0.30 -0.93 -0.95
H -0.15 1.30 1.17
H 2.24 0.32 -0.61
H 2.30 0.33 1.02
H 2.22 1.86 0.16
H -0.08 0.91 -1.64
C 5.45 0.76 1.28
C 5.45 1.05 -0.21
C 5.39 2.52 -0.52
O 6.67 0.54 -0.81
H 4.51 1.06 1.75
H 6.32 1.28 1.69
H 5.61 -0.30 1.46
H 4.60 0.57 -0.70
H 5.29 2.71 -1.59
H 6.31 2.98 -0.18
H 4.43 2.93 -0.20
H 6.60 -0.41 -0.95
C 2.49 -0.93 -4.39
C 1.77 0.26 -3.71
C 1.53 1.54 -4.58
O 0.44 -0.11 -3.32
H 2.41 -1.82 -3.77
H 3.55 -0.79 -4.59
H 2.04 -1.23 -5.33
H 2.29 0.47 -2.78
H 1.02 1.26 -5.51
H 2.47 2.03 -4.83
H 0.91 2.29 -4.09
H 0.01 -0.46 -4.11
C -3.23 -0.66 3.30
C -4.21 -1.81 3.35
C -5.65 -1.32 3.63
O -4.21 -2.48 2.11
H -3.46 0.10 2.55
H -2.23 -1.07 3.18
H -3.30 -0.19 4.29
H -3.88 -2.52 4.11
H -6.29 -2.17 3.42
H -5.88 -0.51 2.94
H -5.58 -1.06 4.68
H -4.25 -1.79 1.46
C -3.24 3.46 -2.26
C -3.27 2.98 -0.82
C -4.75 3.06 -0.38
O -3.04 1.58 -0.69
H -3.79 4.39 -2.39
H -3.79 2.75 -2.88
H -2.20 3.49 -2.56
H -2.64 3.64 -0.23
H -5.49 2.63 -1.06
H -5.08 4.10 -0.41
H -4.90 2.65 0.61
H -2.08 1.49 -0.71
F 0.22 -1.82 3.01
C 1.37 -1.37 3.36
C 2.44 -2.22 3.44
C 3.72 -1.77 3.82
C 3.86 -0.43 4.23
C 2.73 0.41 4.20
C 1.49 -0.08 3.87
H 2.26 -3.18 2.99
H 4.52 -2.48 3.73
H 4.85 -0.12 4.53
H 2.86 1.45 4.46
H 0.65 0.61 3.82
F 0.67 2.77 5.28
C -0.67 2.62 5.05
C -1.13 2.94 3.77
C -2.53 2.88 3.49
C -3.41 2.54 4.49
C -2.95 2.21 5.80
C -1.55 2.21 6.05
H -0.43 3.24 2.99
H -2.91 3.22 2.54
H -4.47 2.68 4.36
H -3.67 2.01 6.57
H -1.17 1.93 7.02

The calculation puts the total energy at -2994.99829 Ha. The molar mass comes out at 913.4 g mol⁻¹.